A structure of composition C4H2NaO2 at a distorted geometry. Source: the OMol25 dataset; level of theory: ωB97M-V/def2-TZVPD.

Summary:
**Total energy**: -466.2500 a.u.
**2S+1**: 2
**Total charge**: 0
**LUMO energy (alpha / beta)**: -0.98 / -1.05 eV
**Orbital gap (alpha / beta)**: 0.2503 / 0.2513 hartree
**Energy relative to the best compared isomer or geometry (same formula, charge and spin)**: 0.0 kcal per mole

Structure (XYZ):
```
9
C4H2NaO2 | the OMol25 dataset | ωB97M-V/def2-TZVPD
O 0.679 -1.645 -1.689
C 0.656 -1.370 -0.502
H 1.187 -2.019 0.232
C -0.082 1.161 -0.672
C 0.307 0.052 0.002
C -0.406 -0.319 1.231
O -0.895 0.459 2.020
Na -1.358 2.653 1.144
H -0.090 1.028 -1.765
```

***

The molecule C3H7INP at a distorted geometry. Source: the OMol25 dataset; level of theory: ωB97M-V/def2-TZVPD.

Summary:
**Total energy**: -812.2883 a.u.
**Total charge**: 0
**LUMO energy**: -0.51 eV
**Orbital gap**: 0.3304 hartree
**Energy relative to the best compared isomer or geometry (same formula, charge and spin)**: 0.0 kcal per mole
**SMILES**: CCC/N=P\I

Structure (XYZ):
```
13
C3H7INP | the OMol25 dataset | ωB97M-V/def2-TZVPD
C -1.466 0.249 1.077
C -0.995 -0.052 -0.338
C 0.528 0.040 -0.619
N 1.229 -1.130 -0.600
P 2.729 -1.555 -0.426
I 4.039 0.456 0.148
H -1.225 -0.464 1.856
H -1.115 1.331 1.293
H -2.537 0.385 1.171
H -1.515 0.753 -0.894
H -1.341 -1.034 -0.868
H 0.579 0.222 -1.670
H 1.091 0.797 -0.129
```

***

A structure of composition C24H37CaF3N4O4S. Source: the OMol25 dataset; level of theory: ωB97M-V/def2-TZVPD.

Summary:
**Total energy**: -2831.7356 a.u.
**Total charge**: +2
**LUMO energy**: -4.79 eV
**Orbital gap**: 0.2833 hartree
**Energy relative to the best compared isomer or geometry (same formula, charge and spin)**: 14.0 kcal per mole

Structure (XYZ):
```
74
C24H37CaF3N4O4S | the OMol25 dataset | ωB97M-V/def2-TZVPD
Ca 0.451 0.861 0.123
C 3.312 1.806 -1.511
O 2.740 1.594 -0.209
C 3.019 2.669 0.689
C 1.977 3.755 0.578
O 0.716 3.147 0.876
C -0.417 3.985 0.677
C -0.896 3.898 -0.751
O -1.095 2.522 -1.075
C -1.613 2.402 -2.409
H 4.385 1.969 -1.403
H 3.103 0.908 -2.088
H 2.846 2.663 -2.001
H 3.021 2.243 1.695
H 4.011 3.085 0.484
H 2.175 4.552 1.304
H 1.951 4.191 -0.426
H -1.184 3.618 1.364
H -0.183 5.018 0.957
H -1.838 4.449 -0.859
H -0.173 4.329 -1.455
H -2.569 2.926 -2.476
H -0.902 2.825 -3.121
H -1.732 1.341 -2.617
O 1.141 -1.149 0.819
C 2.028 -1.189 1.911
C 1.531 -0.268 3.000
C 2.053 -0.369 4.286
C 1.607 0.497 5.264
C 0.644 1.442 4.930
C 0.187 1.474 3.629
N 0.611 0.643 2.670
H 1.482 -1.697 -0.022
H 3.035 -0.874 1.601
H 2.114 -2.208 2.311
H 2.795 -1.123 4.506
H 1.997 0.440 6.270
H 0.259 2.140 5.658
H -0.552 2.207 3.329
F -0.521 -1.776 -4.953
C 0.829 -1.831 -5.010
F 1.289 -0.592 -5.252
F 1.131 -2.573 -6.077
C 1.413 -2.433 -3.750
C 2.148 -3.599 -3.835
C 2.680 -4.169 -2.685
C 2.430 -3.533 -1.492
N 1.725 -2.402 -1.401
C 1.213 -1.825 -2.500
S 0.394 -0.277 -2.366
H 2.305 -4.062 -4.799
H 3.266 -5.073 -2.718
H 2.804 -3.932 -0.556
C -4.456 -0.784 0.338
C -3.164 0.048 0.182
N -1.979 -0.786 0.355
C -1.983 -1.859 -0.639
C -3.226 -2.754 -0.475
N -4.040 -2.190 0.656
C -3.242 -2.219 1.928
C -1.977 -1.369 1.694
H -5.050 -0.834 -0.574
H -5.090 -0.450 1.159
H -3.144 0.849 0.922
H -3.128 0.504 -0.807
H -1.070 -2.441 -0.510
H -1.937 -1.416 -1.633
H -2.991 -3.783 -0.203
H -3.872 -2.757 -1.352
H -4.876 -2.762 0.777
H -3.028 -3.267 2.136
H -3.892 -1.828 2.711
H -1.077 -1.976 1.792
H -1.917 -0.568 2.431
```

***

A structure of composition C21H21CrN8S6. Source: the OMol25 dataset; level of theory: ωB97M-V/def2-TZVPD.

Summary:
**Total energy**: -4684.6150 a.u.
**2S+1**: 4
**Total charge**: 0
**LUMO energy (alpha / beta)**: -0.52 / -0.20 eV
**Orbital gap (alpha / beta)**: 0.2697 / 0.2858 hartree
**Energy relative to the best compared isomer or geometry (same formula, charge and spin)**: 1.8 kcal per mole

Structure (XYZ):
```
57
C21H21CrN8S6 | the OMol25 dataset | ωB97M-V/def2-TZVPD
Cr 0.128 0.087 0.108
S 1.901 0.203 1.682
C 3.197 0.395 0.526
C 4.504 -0.002 0.950
N 5.551 -0.343 1.285
C 2.999 0.870 -0.728
S 1.431 1.352 -1.343
C 4.074 0.915 -1.670
N 4.891 0.892 -2.480
N -0.691 1.767 1.107
C -1.842 1.353 1.927
C -1.476 0.048 2.610
N -1.075 -0.925 1.572
H 0.080 2.096 1.686
H -0.925 2.529 0.478
H -2.688 1.200 1.255
H -2.118 2.109 2.664
H -2.303 -0.320 3.220
H -0.616 0.201 3.264
H -1.891 -1.285 1.084
H -0.592 -1.716 1.987
S -2.911 5.259 -3.210
C -2.617 3.641 -3.098
S -2.399 2.879 -1.539
C -2.069 1.354 -2.294
N -2.180 1.393 -3.574
N -2.509 2.656 -4.030
C -2.645 2.770 -5.454
C -2.046 1.796 -6.251
C -2.154 1.873 -7.628
C -2.861 2.908 -8.224
C -3.469 3.860 -7.424
C -3.370 3.800 -6.041
S -1.744 -0.131 -1.445
H -1.508 0.982 -5.795
H -1.680 1.113 -8.236
H -2.944 2.964 -9.302
H -4.035 4.666 -7.871
H -3.851 4.546 -5.433
N 2.794 -1.952 -2.432
C 1.493 -1.796 -2.222
S 0.862 -2.140 -0.643
N 0.689 -1.434 -3.214
C 1.133 -1.038 -4.513
C 1.790 -1.945 -5.334
C 2.213 -1.540 -6.592
C 1.963 -0.248 -7.031
C 1.291 0.646 -6.210
C 0.880 0.257 -4.944
H 3.377 -2.127 -1.631
H 3.230 -1.625 -3.283
H -0.246 -1.152 -2.919
H 1.952 -2.961 -4.998
H 2.730 -2.242 -7.232
H 2.292 0.062 -8.014
H 1.089 1.654 -6.549
H 0.373 0.948 -4.283
```

***

A cluster of 2 separate species, C3H5ClO2S in total at a distorted geometry. Source: the OMol25 dataset; level of theory: ωB97M-V/def2-TZVPD.

Summary:
**Total energy**: -1126.0361 a.u.
**Total charge**: 0
**LUMO energy**: 0.39 eV
**Orbital gap**: 0.3536 hartree
**Energy relative to the best compared isomer or geometry (same formula, charge and spin)**: 74.4 kcal per mole

Structure (XYZ):
```
12
C3H5ClO2S | the OMol25 dataset | ωB97M-V/def2-TZVPD
C 2.121 0.821 0.822
C 2.572 -0.243 1.145
C -0.635 -0.278 -1.400
O -2.175 -0.453 0.744
O -1.831 1.778 -0.102
S -1.045 0.576 0.170
Cl 2.620 -1.824 1.648
H 2.061 1.745 0.311
H -2.119 -0.660 1.679
H -1.089 0.095 -2.260
H 0.476 -0.239 -1.436
H -0.957 -1.318 -1.318
```

***

A structure of composition C28H57Br2FN2O4P at a distorted geometry. Source: the OMol25 dataset; level of theory: ωB97M-V/def2-TZVPD.

Summary:
**Total energy**: -7100.5032 a.u.
**Total charge**: -1
**LUMO energy**: -1.15 eV
**Orbital gap**: 0.0472 hartree

Structure (XYZ):
```
95
C28H57Br2FN2O4P | the OMol25 dataset | ωB97M-V/def2-TZVPD
C 1.741 3.737 1.384
C 3.216 4.248 1.299
C 4.177 3.038 1.134
C 4.816 2.565 2.463
C 5.509 1.172 2.206
C 5.130 0.081 3.260
C 4.484 -1.185 2.620
C 2.918 -1.134 2.724
C 2.355 -0.182 1.654
C 0.848 -0.047 1.373
C -0.231 -1.031 0.769
C -1.164 0.059 0.056
C -2.585 -0.270 -0.447
C -2.813 0.383 -1.838
O -2.542 1.770 -1.808
C -2.963 2.364 -3.029
C -1.164 -1.522 1.972
Br -0.096 -2.187 3.544
P -2.216 -0.254 2.850
O -1.709 1.128 3.062
C -2.201 -2.673 1.620
C -2.546 -3.706 2.719
N -3.227 -3.174 3.909
C -4.686 -3.345 3.791
C -1.871 -3.526 0.359
C -0.367 -3.417 0.202
F 0.121 -4.534 -0.474
N 0.163 -2.114 -0.166
Br 2.402 -2.876 -0.017
C 0.144 -1.752 -1.584
C 1.262 -0.709 -1.958
C 0.402 -2.873 -2.642
C 0.129 -2.237 -4.072
C 1.414 -2.133 -4.951
H 1.112 4.500 1.861
H 1.374 3.454 0.388
H 1.708 2.829 2.004
H 3.407 4.803 2.230
H 3.252 4.918 0.428
H 4.999 3.286 0.437
H 3.602 2.245 0.632
H 5.541 3.314 2.808
H 4.003 2.417 3.193
H 6.592 1.365 2.248
H 5.250 0.832 1.195
H 6.061 -0.257 3.744
H 4.440 0.483 4.014
H 4.723 -1.291 1.552
H 4.784 -2.099 3.157
H 2.582 -2.171 2.655
H 2.693 -0.748 3.734
H 2.678 0.814 2.028
H 2.988 -0.295 0.759
H 0.444 0.311 2.337
H 0.845 0.890 0.786
H -0.623 0.520 -0.788
H -1.237 0.955 0.694
H -2.920 -1.304 -0.559
H -3.333 0.246 0.179
H -3.905 0.277 -2.023
H -2.316 -0.163 -2.659
H -2.118 2.582 -3.703
H -3.471 3.321 -2.846
H -3.663 1.732 -3.597
H -3.491 -0.197 2.218
H -2.513 -0.757 4.136
H -3.163 -2.180 1.385
H -3.297 -4.368 2.233
H -1.728 -4.405 2.946
H -2.967 -3.760 4.695
H -5.136 -3.024 4.744
H -4.968 -4.402 3.629
H -5.078 -2.717 2.978
H -2.458 -3.283 -0.537
H -2.079 -4.591 0.557
H 0.075 -3.637 1.193
H -0.832 -1.406 -1.967
H 0.879 0.015 -2.701
H 2.129 -1.192 -2.420
H 1.619 -0.125 -1.105
H -0.335 -3.688 -2.605
H 1.430 -3.234 -2.702
H -0.383 -1.268 -4.011
H -0.550 -2.899 -4.636
H 1.203 -2.577 -5.938
H 1.740 -1.096 -5.116
H 2.264 -2.694 -4.543
O -2.988 4.290 -5.571
C -3.062 5.401 -4.990
C -4.622 6.117 -5.339
O -4.680 7.231 -4.765
H -2.332 6.179 -5.279
H -3.002 5.407 -3.885
H -5.339 5.334 -5.029
H -4.674 6.098 -6.444
```

***

A cluster of 2 separate species, C3H5P in total at a distorted geometry. Source: the OMol25 dataset; level of theory: ωB97M-V/def2-TZVPD.

Summary:
**Total energy**: -458.4493 a.u.
**Total charge**: 0
**LUMO energy**: 0.76 eV
**Orbital gap**: 0.3450 hartree
**Energy relative to the best compared isomer or geometry (same formula, charge and spin)**: 82.9 kcal per mole
**SMILES**: C1=CC=1.P

Structure (XYZ):
```
9
C3H5P | the OMol25 dataset | ωB97M-V/def2-TZVPD
C -2.982 0.071 0.366
C -1.549 0.177 0.143
C -2.498 0.610 -0.796
H -0.545 -0.083 0.254
H -2.568 0.912 -1.789
P 2.047 -0.328 0.168
H 2.495 0.423 1.181
H 2.342 -1.440 0.874
H 3.259 -0.342 -0.402
```

***

A cluster of 2 separate species, C3H6O2 in total at a distorted geometry. Source: the OMol25 dataset; level of theory: ωB97M-V/def2-TZVPD.

Summary:
**Total energy**: -268.1868 a.u.
**Total charge**: 0
**LUMO energy**: 0.47 eV
**Orbital gap**: 0.3569 hartree
**Energy relative to the best compared isomer or geometry (same formula, charge and spin)**: 137.1 kcal per mole

Structure (XYZ):
```
11
C3H6O2 | the OMol25 dataset | ωB97M-V/def2-TZVPD
C 0.378 -1.455 -0.823
C 0.144 -0.307 0.069
C -0.849 0.693 0.328
O 0.999 -0.261 -1.028
O -0.147 1.810 0.976
H 1.043 -2.259 -0.437
H -0.356 -1.723 -1.665
H 1.020 0.031 1.725
H -1.665 0.489 0.972
H -1.238 1.034 -0.549
H 0.672 1.950 0.431
```